# 1
Here is a cluster of 2 separate species, C12H7F9N4O4 in total at a distorted geometry from the OMol25 dataset. Energies are from ωB97M-V/def2-TZVPD.

Last column: natural (NBO) charge in e.
Positions of all 36 atoms, in Å:
N 4.1856 2.5829 2.6322  -0.221
C 3.6100 1.6498 1.9330  0.189
C 3.1418 0.5234 0.7969  -0.101
N 1.6866 0.7415 0.3332  -0.521
C 0.9646 1.2308 1.3941  0.868
O 0.1943 1.7029 2.3962  -0.470
C 3.2982 -1.0320 1.3632  -0.381
C 4.2682 -1.1588 2.6842  0.226
N 4.9654 -1.2232 3.7984  -0.234
C 3.7117 -2.0518 0.1480  0.657
O 2.6812 -2.6425 -0.5175  -0.509
N 5.1123 -2.4385 -0.2728  -0.653
C 5.9959 -1.2431 -0.5556  0.895
O 7.1350 -1.1007 0.1769  -0.454
F 5.7754 -0.2127 -1.6031  -0.337
H 3.7903 0.6001 -0.2023  0.287
H 2.2037 -1.3314 1.7334  0.320
H 5.0099 -2.9233 -1.2120  0.436
F -2.9426 -1.0393 -0.2277  -0.322
C -3.5574 -0.5669 0.8851  0.516
F -4.1388 -1.6430 1.4806  -0.323
C -4.5995 0.4997 0.5672  0.594
F -5.6257 -0.0082 -0.1665  -0.310
F -5.1597 0.9089 1.7495  -0.325
C -4.0540 1.7544 -0.1332  -0.144
O -4.1775 1.7915 -1.5585  -0.504
C -3.1531 1.1058 -2.2787  0.846
F -2.1426 0.8037 -1.4289  -0.320
F -2.6433 2.0143 -3.1543  -0.318
C -3.6777 -0.1135 -3.0474  0.499
F -4.3055 -0.9937 -2.2264  -0.315
F -2.6602 -0.7943 -3.6388  -0.320
H -2.7930 -0.1841 1.5673  0.145
H -4.6722 2.5938 0.2109  0.233
H -3.0399 2.0111 0.1963  0.210
H -4.3874 0.1867 -3.8227  0.159

Cartesian forces, eV/Å:
N -5.5 -8.6 -6.3
C 4.8 5.9 3.5
C 0.9 0.4 0.1
N -2.3 2.6 6.8
C -2.5 1.2 2.5
O 6.4 -4.0 -8.6
C 0.2 -0.3 1.5
C 4.7 -0.2 7.6
N -6.7 0.6 -10.8
C -5.3 -3.2 -3.6
O 6.7 3.8 4.4
N -1.6 3.6 -1.9
C 7.9 1.5 4.6
O -8.6 -0.7 -5.7
F -0.2 -3.5 2.9
H -1.3 0.3 2.5
H 2.6 0.3 -1.0
H -0.2 0.4 1.4
F -0.2 0.0 0.7
C 0.3 -1.0 0.4
F -0.2 0.4 0.0
C -0.9 0.3 -0.6
F 0.4 -0.1 0.3
F 0.6 -0.2 -0.1
C -0.2 1.1 0.1
O 1.2 -1.5 -0.3
C -0.1 1.8 1.2
F 0.0 0.1 -0.9
F -0.4 -0.7 0.0
C -0.4 -0.9 -0.4
F 0.1 0.5 -0.4
F 0.0 0.5 0.2
H -0.1 0.2 0.0
H -0.1 -0.4 -0.1
H -0.2 -0.3 -0.1
H 0.1 0.2 0.1

Summary:
calculated total energy: -51154.0124 eV
largest force on an atom: 0.248 hartree/bohr
structure (SMILES): N#C[C@H](N=C=O)[C@H](C#N)C(=O)NC(=O)F.FC(F)C(F)(F)COC(F)(F)C(F)F

---

# 2
Here is an isolated molecule of C4H6N4 at a distorted geometry from the OMol25 dataset. Energies are from ωB97M-V/def2-TZVPD.

Last column: natural (NBO) charge in e.
Positions of all 14 atoms, in Å:
H 0.3549 -0.5947 3.4512  0.318
N -0.0179 0.1172 2.8670  -0.351
N 0.0441 -0.5939 1.7974  -0.126
C -0.2089 0.2658 0.6902  -0.079
C -0.4454 1.6901 0.6210  -0.010
N -0.5710 2.0837 -0.5700  -0.229
N -0.1196 0.9574 -1.3065  -0.382
C -0.0853 -0.1828 -0.5556  0.195
C 0.3914 -1.4642 -1.2658  -0.689
H -0.7899 2.3088 1.4899  0.228
H -0.3176 0.8343 -2.2664  0.390
H 0.5247 -2.4231 -0.7868  0.256
H -0.0713 -1.9198 -2.2338  0.242
H 1.3118 -1.0789 -1.9319  0.237

Cartesian forces, eV/Å:
H 0.0 -0.3 2.3
N 0.7 -2.1 -2.2
N -0.7 3.5 0.5
C 0.1 -1.2 2.3
C -1.6 -0.8 3.8
N 1.4 -0.6 -3.3
N -1.3 0.2 0.3
C 1.1 -0.7 -2.7
C 1.3 0.8 -3.8
H 0.8 -0.5 -1.1
H -0.3 0.8 -1.1
H 0.6 0.5 1.1
H -0.9 1.6 1.6
H -1.1 -1.1 2.2

Summary:
calculated total energy: -10202.1997 eV
largest force on an atom: 0.081 hartree/bohr
energy above the lowest of the compared OMol25 structures with the same formula, charge and spin: 360.9 kJ/mol
structure (SMILES): [H]/N=N/c1cn[nH]c1C

---

What did the second record say?
Here is an isolated molecule of C4H6N4 at a distorted geometry from the OMol25 dataset. Energies are from ωB97M-V/def2-TZVPD.

Last column: natural (NBO) charge in e.
Positions of all 14 atoms, in Å:
H 0.3549 -0.5947 3.4512  0.318
N -0.0179 0.1172 2.8670  -0.351
N 0.0441 -0.5939 1.7974  -0.126
C -0.2089 0.2658 0.6902  -0.079
C -0.4454 1.6901 0.6210  -0.010
N -0.5710 2.0837 -0.5700  -0.229
N -0.1196 0.9574 -1.3065  -0.382
C -0.0853 -0.1828 -0.5556  0.195
C 0.3914 -1.4642 -1.2658  -0.689
H -0.7899 2.3088 1.4899  0.228
H -0.3176 0.8343 -2.2664  0.390
H 0.5247 -2.4231 -0.7868  0.256
H -0.0713 -1.9198 -2.2338  0.242
H 1.3118 -1.0789 -1.9319  0.237

Cartesian forces, eV/Å:
H 0.0 -0.3 2.3
N 0.7 -2.1 -2.2
N -0.7 3.5 0.5
C 0.1 -1.2 2.3
C -1.6 -0.8 3.8
N 1.4 -0.6 -3.3
N -1.3 0.2 0.3
C 1.1 -0.7 -2.7
C 1.3 0.8 -3.8
H 0.8 -0.5 -1.1
H -0.3 0.8 -1.1
H 0.6 0.5 1.1
H -0.9 1.6 1.6
H -1.1 -1.1 2.2

Summary:
calculated total energy: -10202.1997 eV
largest force on an atom: 0.081 hartree/bohr
energy above the lowest of the compared OMol25 structures with the same formula, charge and spin: 360.9 kJ/mol
structure (SMILES): [H]/N=N/c1cn[nH]c1C